{
  "formula": "C30H78NNbO12PS",
  "method": "the ωB97M-V functional and the def2-TZVPD basis",
  "total_charge": -1,
  "lumo_energy_ev": 1.8,
  "mol_weight_g_mol": 800.9,
  "e_tot_ha": -2943.77912,
  "species": ["C", "C", "N", "Nb", "O", "S", "C", "O", "C", "C", "O", "C", "P", "O", "O", "O", "H", "H", "H", "H", "H", "H", "H", "H", "H", "H", "H", "H", "H", "H", "H", "H", "H", "H", "C", "C", "O", "C", "C", "H", "H", "H", "H", "H", "H", "H", "H", "H", "H", "C", "C", "O", "C", "C", "H", "H", "H", "H", "H", "H", "H", "H", "H", "H", "C", "C", "O", "C", "C", "H", "H", "H", "H", "H", "H", "H", "H", "H", "H", "C", "C", "O", "C", "C", "H", "H", "H", "H", "H", "H", "H", "H", "H", "H", "C", "C", "O", "C", "C", "H", "H", "H", "H", "H", "H", "H", "H", "H", "H", "C", "C", "O", "C", "C", "H", "H", "H", "H", "H", "H", "H", "H", "H", "H"],
  "xyz": [[-2.0872, -7.0438, 1.6045], [-0.8330, -6.2705, 0.8326], [-1.2372, -5.5614, -0.4371], [-2.6339, -3.9467, -0.0892], [-2.0166, -3.6885, 1.9218], [-4.3534, -2.1045, 0.0267], [-3.4946, -4.4312, -2.1947], [-4.6027, -5.4014, -2.0483], [-5.8765, -4.7342, -1.7326], [-6.6597, -4.8964, -0.2770], [-6.3863, -3.9237, -2.6911], [-1.1152, -2.4873, -0.9314], [-1.0179, -0.7846, -0.0887], [0.5273, -0.3313, -0.1935], [-1.3978, -0.7478, 1.6065], [-1.8957, 0.4364, -1.0333], [-1.5610, -7.7950, 2.3680], [-2.7653, -7.6575, 0.8500], [-2.7183, -6.3081, 2.2692], [-0.0845, -7.1369, 0.5134], [-0.2426, -5.5906, 1.5803], [-0.3868, -5.1834, -0.9083], [-3.9136, -5.1024, 0.5531], [-1.0235, -3.5117, 1.8638], [-4.3276, -1.4605, -1.2417], [-3.8125, -3.4383, -2.7363], [-2.6811, -4.9671, -2.8759], [-7.7731, -5.1806, -0.5269], [-6.7004, -3.8679, 0.3174], [-6.1563, -5.6725, 0.4419], [-0.0227, -2.9403, -0.9201], [-1.4352, -2.2777, -2.0629], [-2.3436, -1.0175, 1.7939], [-2.3133, 1.0634, -0.3646], [0.4324, 2.6693, 0.0949], [0.1749, 2.9380, -1.3776], [-0.3906, 4.2215, -1.6270], [0.3973, 5.3479, -1.2513], [1.7207, 5.4308, -1.9919], [-0.4670, 2.8641, 0.6878], [0.7391, 1.6301, 0.2465], [1.2267, 3.3127, 0.4852], [-0.5498, 2.2032, -1.7448], [1.0849, 2.7995, -1.9710], [0.5484, 5.3635, -0.1675], [-0.1957, 6.2357, -1.4958], [2.3925, 4.6182, -1.7001], [2.2246, 6.3766, -1.7708], [1.5656, 5.3547, -3.0726], [3.8995, 0.7359, -0.4606], [5.0635, 1.5817, -0.9466], [4.8793, 2.9768, -0.7246], [4.7531, 3.3940, 0.6321], [5.9837, 3.0951, 1.4707], [2.9527, 1.1123, -0.8607], [4.0269, -0.3054, -0.7712], [3.8225, 0.7521, 0.6308], [5.1617, 1.4505, -2.0298], [6.0085, 1.2463, -0.5065], [3.8533, 2.9629, 1.0819], [4.6010, 4.4784, 0.6096], [6.1192, 2.0186, 1.6106], [5.8925, 3.5519, 2.4608], [6.8864, 3.4779, 0.9844], [1.1313, 9.0118, -4.4190], [0.7427, 9.7831, -3.1697], [-0.2581, 10.7697, -3.4035], [-1.5200, 10.2983, -3.8679], [-2.2115, 9.3654, -2.8891], [1.3865, 9.6967, -5.2340], [1.9898, 8.3644, -4.2177], [0.3102, 8.3790, -4.7690], [1.6250, 10.3177, -2.8013], [0.4320, 9.1066, -2.3666], [-1.4145, 9.8318, -4.8523], [-2.1485, 11.1842, -4.0091], [-1.6736, 8.4175, -2.7937], [-3.2276, 9.1404, -3.2272], [-2.2599, 9.8156, -1.8927], [4.0021, -7.1148, 3.4768], [3.9028, -6.7663, 2.0019], [3.0159, -5.6835, 1.7359], [3.3533, -4.4272, 2.3176], [4.6843, -3.8780, 1.8342], [3.0069, -7.2598, 3.9090], [4.5858, -8.0297, 3.6155], [4.4915, -6.3169, 4.0435], [3.5034, -7.6334, 1.4647], [4.8908, -6.5647, 1.5746], [3.3249, -4.4923, 3.4097], [2.5612, -3.7288, 2.0267], [5.5201, -4.4873, 2.1906], [4.8338, -2.8582, 2.2016], [4.7270, -3.8719, 0.7407], [-8.5370, -9.2074, -2.2646], [-7.3761, -9.0741, -1.2945], [-7.7079, -8.3507, -0.1128], [-8.7241, -8.9128, 0.7130], [-8.3631, -10.2810, 1.2648], [-8.9838, -8.2297, -2.4717], [-8.1998, -9.6500, -3.2066], [-9.3256, -9.8475, -1.8579], [-6.5734, -8.5136, -1.7859], [-6.9589, -10.0536, -1.0383], [-9.6785, -8.9408, 0.1781], [-8.8579, -8.2220, 1.5524], [-8.3206, -11.0326, 0.4711], [-9.1092, -10.6083, 1.9953], [-7.3805, -10.2578, 1.7463], [6.4927, 8.7642, 4.1685], [6.5427, 7.5653, 3.2376], [5.2992, 6.8776, 3.1351], [4.2032, 7.6198, 2.6074], [4.4272, 8.0924, 1.1815], [6.0769, 8.4829, 5.1413], [7.4954, 9.1757, 4.3169], [5.8617, 9.5599, 3.7612], [7.2640, 6.8437, 3.6364], [6.9051, 7.8495, 2.2440], [3.9560, 8.4569, 3.2677], [3.3390, 6.9471, 2.6205], [5.2158, 8.8490, 1.1313], [3.5124, 8.5361, 0.7770], [4.7319, 7.2594, 0.5403]],
  "forces_ev_per_angstrom": [[0.90, -0.04, 0.55], [0.37, -1.71, 0.13], [-0.24, 2.00, 1.57], [1.34, -2.27, 1.66], [1.00, 0.12, -2.30], [0.33, 0.90, -1.35], [1.22, 0.67, -1.05], [-3.16, 1.96, 1.12], [-1.04, 3.85, -4.40], [-0.03, -0.11, -0.22], [2.81, -4.96, 6.03], [0.37, 1.38, -1.45], [5.41, 1.75, -0.86], [-5.16, -1.65, 0.81], [-1.07, -0.02, -3.19], [0.02, -1.59, 3.44], [-1.16, 1.43, -1.67], [1.48, 1.47, 1.58], [1.16, -1.40, -1.63], [-1.40, 1.68, 0.72], [-1.18, -1.22, -1.16], [-0.81, -0.76, 0.31], [-0.14, 0.38, -0.12], [-1.83, -0.26, 0.31], [0.08, -0.92, 1.53], [0.22, -2.05, 0.71], [-1.78, 1.01, 1.36], [2.29, 0.40, 0.43], [0.40, -2.05, -1.75], [-0.97, 1.40, -1.76], [-2.08, 1.38, 0.03], [0.78, -0.22, 2.32], [1.21, 0.04, -0.51], [0.65, -1.07, -1.19], [0.33, 0.24, 0.09], [-0.07, -0.31, 0.22], [-0.08, 0.55, -0.11], [-0.18, -0.24, -0.23], [0.22, -0.24, 0.04], [-0.01, -0.03, -0.06], [-0.16, 0.17, -0.11], [0.00, 0.06, 0.02], [0.12, 0.33, -0.01], [0.09, 0.03, 0.06], [0.11, -0.04, 0.05], [-0.15, -0.20, -0.01], [0.01, 0.10, -0.01], [-0.04, -0.04, -0.01], [-0.05, 0.08, 0.10], [-0.04, 0.12, 0.20], [-0.21, -0.09, -0.03], [0.05, 0.20, -0.05], [0.07, 0.00, -0.12], [0.10, -0.24, 0.07], [0.12, -0.16, 0.02], [-0.06, 0.13, 0.02], [-0.03, -0.09, -0.09], [0.01, 0.28, 0.12], [0.02, -0.01, 0.08], [0.03, -0.08, 0.04], [-0.01, -0.14, -0.21], [-0.02, 0.08, 0.05], [-0.01, 0.00, -0.13], [-0.12, 0.05, 0.04], [-0.19, -0.15, -0.15], [0.03, 0.08, -0.11], [0.01, 0.12, 0.01], [0.00, 0.06, 0.17], [0.13, -0.24, 0.08], [0.03, -0.03, 0.15], [-0.10, 0.07, 0.00], [0.12, -0.02, 0.05], [-0.27, 0.13, -0.02], [-0.02, -0.08, -0.05], [0.00, -0.09, 0.01], [0.30, 0.02, 0.04], [-0.12, 0.03, -0.03], [0.12, 0.04, 0.04], [-0.04, 0.02, -0.15], [0.07, 0.18, 0.22], [-0.24, 0.07, 0.00], [0.02, -0.11, -0.03], [-0.05, 0.03, -0.19], [0.24, -0.13, 0.02], [0.10, -0.04, -0.12], [-0.06, 0.08, -0.03], [0.01, -0.11, -0.02], [-0.10, 0.28, -0.04], [0.06, 0.03, 0.07], [0.08, -0.01, 0.04], [0.00, -0.29, -0.03], [-0.01, 0.09, 0.02], [-0.06, -0.11, -0.06], [-0.09, 0.07, 0.12], [-0.27, -0.10, 0.08], [0.02, 0.20, -0.05], [-0.08, -0.01, 0.10], [0.26, 0.09, -0.02], [0.07, -0.23, -0.15], [0.15, -0.08, -0.01], [-0.01, 0.07, 0.10], [0.04, -0.02, -0.09], [-0.10, 0.06, 0.30], [-0.07, -0.06, -0.01], [-0.04, -0.09, -0.04], [0.16, 0.07, -0.24], [-0.05, 0.01, 0.09], [0.07, 0.05, -0.06], [-0.14, 0.07, 0.00], [-0.19, 0.22, -0.02], [-0.11, -0.10, 0.10], [0.05, -0.06, 0.04], [0.02, -0.15, -0.11], [0.22, 0.15, -0.07], [0.11, -0.03, -0.11], [-0.09, -0.06, -0.02], [0.11, -0.02, 0.04], [-0.27, -0.08, -0.10], [-0.02, 0.09, 0.00], [0.03, 0.08, -0.02], [0.26, -0.06, 0.14], [-0.10, 0.00, -0.03], [0.09, -0.07, 0.06], [-0.12, 0.05, 0.08]],
  "lowdin_charge": [-0.1729, -0.3891, -0.2674, 1.4840, -0.5039, 0.1707, -0.3895, -0.2414, -0.3267, -0.0687, -0.0795, -0.4706, 0.6530, -0.4453, -0.2580, -0.2653, 0.0684, 0.0802, 0.0436, 0.1035, 0.0867, 0.0246, -0.0794, 0.0045, -0.1745, 0.0495, 0.0711, 0.0836, 0.0638, 0.0639, 0.0375, 0.0534, 0.0280, 0.0806, -0.0885, -0.2665, -0.1651, -0.2806, -0.0783, 0.0819, 0.0310, 0.0560, 0.0977, 0.1084, 0.1040, 0.1020, 0.0597, 0.0648, 0.0808, -0.0727, -0.2779, -0.1724, -0.2783, -0.0808, 0.0679, 0.0800, 0.0726, 0.1159, 0.1016, 0.1039, 0.1071, 0.0657, 0.0738, 0.0805, -0.0818, -0.2784, -0.1682, -0.2795, -0.0798, 0.0808, 0.0736, 0.0687, 0.1173, 0.1011, 0.1056, 0.1160, 0.0604, 0.0783, 0.0830, -0.0868, -0.2801, -0.1714, -0.2737, -0.0832, 0.0835, 0.0735, 0.0645, 0.1176, 0.1040, 0.1061, 0.1203, 0.0625, 0.0764, 0.0829, -0.0841, -0.2711, -0.1733, -0.2790, -0.0872, 0.0837, 0.0759, 0.0623, 0.1223, 0.1053, 0.1042, 0.1186, 0.0639, 0.0735, 0.0836, -0.0865, -0.2804, -0.1710, -0.2758, -0.0804, 0.0826, 0.0752, 0.0654, 0.1179, 0.1064, 0.1052, 0.1196, 0.0657, 0.0762, 0.0756]
}